C23H31AlIN4O6 as an isolated structure. Source: OMol25; level of theory: ωB97M-V with the def2-TZVPD basis set.

## Properties
net charge: -1
HOMO level: -4.74 eV
gap between HOMO and LUMO: 5.100 eV
F_max: 1.5 eV/A

```
66
Properties=species:S:1:pos:R:3:forces:R:3
C 1.40860 -7.05399 4.13667 0.129 0.297 -0.107
C 1.42425 -5.75775 3.33883 -0.111 -0.352 -0.037
N 0.32335 -5.42899 2.78741 0.231 0.195 0.072
C 2.73839 -5.03138 3.24549 -0.278 0.291 0.031
Al 2.73065 -3.06649 2.78534 0.335 0.235 0.123
I 1.66126 -2.53726 0.46197 0.220 -0.862 1.106
C 4.71032 -2.52130 2.57018 -0.114 -0.346 -0.366
C 5.25861 -3.23937 1.42546 0.010 0.094 0.214
O 5.61879 -2.73610 0.38430 0.167 0.014 -0.486
C 1.99718 -1.88121 4.25160 -0.338 -0.061 -1.025
C 0.60672 -1.26904 4.00713 -0.066 -0.056 1.272
C -0.49910 -2.26041 4.41932 0.275 -0.020 -0.446
C -1.79756 -2.04641 3.65648 0.809 0.073 0.066
N -1.64843 -2.36417 2.21479 -1.236 0.525 0.564
C -2.63559 -3.14092 1.64527 -0.004 -0.135 -0.218
C -3.08775 -4.37422 2.37823 -0.028 0.053 0.315
O -3.11976 -2.85366 0.56662 -0.016 0.034 -0.255
H 0.51731 -7.09266 4.75969 -0.040 -0.117 0.013
H 1.38926 -7.88698 3.43291 -0.039 -0.088 0.043
H 2.30638 -7.13865 4.74535 -0.035 -0.097 0.114
H 0.45881 -4.56766 2.24956 -0.121 -0.038 -0.077
H 3.21714 -5.11513 4.23048 0.112 0.011 0.009
H 3.40665 -5.57691 2.56944 -0.058 -0.066 -0.090
H 5.22246 -2.85661 3.47722 -0.138 0.065 0.166
H 4.81518 -1.45444 2.37564 -0.018 0.111 0.284
H 5.30404 -4.34521 1.52542 0.065 -0.117 0.069
H 2.71038 -1.05904 4.35517 0.203 -0.139 0.235
H 1.96242 -2.48266 5.16529 0.146 0.203 0.220
H 0.47139 -0.89535 2.99218 0.057 -0.193 -0.146
H 0.49656 -0.41336 4.68864 -0.111 0.244 -0.263
H -0.10269 -3.26426 4.24992 -0.330 -0.173 -0.059
H -0.69407 -2.16836 5.49092 0.045 -0.002 0.059
H -2.62439 -2.58833 4.11125 -0.035 -0.124 -0.101
H -2.02470 -0.97830 3.72422 -0.249 -0.004 0.047
H -1.65951 -1.49470 1.69536 0.556 -0.155 -0.294
H -3.98292 -4.13236 2.95623 -0.038 0.047 -0.004
H -3.37604 -5.10933 1.63394 0.115 -0.117 0.010
H -2.33358 -4.75797 3.06199 0.089 -0.136 -0.125
C 0.39729 3.80844 -3.50691 -0.072 0.063 0.089
C -0.38741 2.68117 -3.29850 0.099 0.074 -0.002
C 0.13701 1.57202 -2.65284 -0.233 -0.049 -0.064
C 1.44763 1.61212 -2.21980 -0.040 0.113 0.032
C 2.24872 2.71943 -2.42100 0.153 0.164 -0.028
C 1.71572 3.82278 -3.07014 -0.097 -0.044 -0.011
N 2.00205 0.43915 -1.51291 -0.147 -0.021 0.029
O 1.27128 -0.51914 -1.37222 -0.027 0.833 -0.946
O 3.14475 0.51670 -1.11275 0.054 0.016 -0.074
H -0.01890 4.67422 -4.01014 0.261 -0.319 0.226
H -1.41458 2.66569 -3.63900 -0.006 -0.018 0.000
H -0.46703 0.69196 -2.48737 0.093 -0.055 0.073
H 3.27191 2.72342 -2.07580 -0.013 -0.116 0.058
H 2.32942 4.69863 -3.23349 0.009 0.004 0.006
C -5.06873 7.82039 -6.29035 0.017 -0.004 0.003
C -4.53204 6.69938 -6.90944 -0.026 0.093 0.055
C -3.27151 6.24709 -6.55540 -0.058 -0.148 -0.150
C -2.57085 6.92935 -5.57930 -0.109 0.011 -0.001
C -3.08383 8.05019 -4.95511 -0.025 0.173 0.133
C -4.34403 8.49639 -5.31769 -0.042 -0.064 -0.081
N -1.24033 6.43934 -5.18390 -0.018 0.016 -0.113
O -0.80405 5.46158 -5.76094 -0.141 0.247 -0.220
O -0.65665 7.03487 -4.30144 0.019 0.026 -0.021
H -6.05575 8.16752 -6.56575 -0.004 0.005 -0.005
H -5.09693 6.17438 -7.66705 0.008 -0.015 -0.008
H -2.84632 5.37618 -7.03109 0.090 -0.001 0.071
H -2.51454 8.56737 -4.19758 0.083 -0.081 0.001
H -4.76231 9.37030 -4.83801 0.010 0.008 0.014
```
Positions in Å, forces in eV/Å.